1.
C22H24N9NaO2S2 as an isolated structure, computed with the ωB97M-V functional and the def2-TZVPD basis.

Last column: Mulliken charge in e.
Cartesian coordinates (Å):
S  -2.1321  0.9066  1.8535  -0.3039
S  0.8227  3.7716  -0.8074  -0.4502
Na  0.2686  -0.2240  -0.0148  1.2265
O  4.3384  1.3629  -0.8800  -0.8257
O  2.2201  0.3006  -0.0245  -0.9199
N  -1.4726  -2.1240  0.8078  -0.1932
N  -1.4505  1.0381  -1.1044  0.4466
N  -2.6396  1.4932  -0.6864  -0.6236
N  3.3382  3.8427  -0.0253  -0.3950
N  1.7865  4.5621  1.4938  -0.4317
N  -4.4284  1.4915  0.7380  -0.4631
N  0.3219  -0.5795  -2.3807  -0.5316
N  1.1235  -1.6934  1.3377  -0.2104
N  2.3875  -1.3569  1.5461  -0.8220
C  0.2660  0.7240  -2.6476  1.2939
C  -1.9191  -2.5410  3.1226  -0.7377
C  -1.5834  2.4380  -3.1284  -1.7000
C  5.0212  0.6754  0.0631  0.1507
C  7.1037  0.1645  1.1492  -0.3814
C  -0.9608  1.4105  -2.2212  0.0478
C  5.1071  -0.9701  1.8246  -0.5326
C  2.4684  -0.6816  -3.4114  -0.4512
C  -2.7552  -2.2849  0.5651  -0.3007
C  2.4228  0.6775  -3.6742  -0.6256
C  4.3652  -0.2494  0.8923  0.6275
C  2.9078  -0.4486  0.7594  0.6571
C  1.3910  -1.2570  -2.7533  -0.3781
C  1.3019  1.3935  -3.2947  -0.5578
C  -1.0434  -2.2332  2.0703  0.8305
C  -3.0944  1.2825  0.5762  0.2750
C  0.3410  -1.9285  2.3215  -0.4847
C  -3.7006  -2.5501  1.5445  -0.5398
C  6.3881  0.8873  0.2144  -0.6593
C  6.4681  -0.7784  1.9460  -0.7334
C  2.0409  4.0377  0.2765  0.6201
C  -3.2626  -2.6899  2.8545  -0.2640
H  -3.0502  -2.1857  -0.4713  0.4186
H  -3.2431  2.0018  -1.3309  0.3209
H  4.0171  3.8712  0.7202  0.2098
H  0.6684  -1.8451  3.3614  0.3089
H  -0.8631  2.7863  -3.8613  0.3853
H  8.1650  0.3345  1.2538  0.3977
H  3.2461  1.1743  -4.1676  0.3808
H  6.8691  1.6208  -0.4142  0.4399
H  1.3742  -2.3154  -2.5292  0.4499
H  -1.5526  -2.6390  4.1337  0.3627
H  4.5816  -1.6827  2.4418  0.4632
H  -3.9656  -2.9030  3.6487  0.4213
H  3.3798  1.0685  -0.7297  0.3432
H  1.2505  2.4576  -3.4551  0.3940
H  0.8464  4.8181  1.7398  0.2054
H  -4.7460  -2.6483  1.2970  0.4020
H  3.5736  3.2154  -0.7826  0.2126
H  -2.4287  2.0022  -3.6671  0.3777
H  -1.9251  3.3006  -2.5543  0.4356
H  3.3223  -1.2747  -3.7019  0.4171
H  7.0384  -1.3621  2.6549  0.3914
H  -4.8138  1.2636  1.6381  0.2370
H  -5.0488  1.4891  -0.0557  0.1929
H  2.5368  4.7523  2.1374  0.1730

Forces on the atoms, in the same order (eV/Å):
0.3 -0.1 0.3
-0.6 -0.1 -0.4
-1.9 0.1 -0.2
-0.1 -0.2 -0.1
1.5 0.4 -0.3
0.3 0.0 0.0
0.7 -0.4 0.0
-1.0 0.7 -0.8
0.1 0.0 0.3
0.3 0.0 0.2
0.0 0.1 -0.4
-0.4 0.0 0.0
-0.8 0.0 -0.1
1.3 -0.4 1.1
0.7 -0.1 -0.4
0.3 0.1 -0.2
0.1 -0.1 0.3
0.0 -0.1 0.2
-0.1 0.0 -0.1
-0.8 0.5 0.0
0.0 0.0 -0.1
0.0 0.1 0.0
-0.4 -0.1 0.0
-0.1 -0.1 0.0
0.3 0.2 -0.2
-0.7 -0.3 0.3
0.4 -0.2 -0.3
-0.1 -0.1 0.0
-1.2 -0.3 0.0
0.0 0.1 0.6
1.3 0.1 0.4
0.0 -0.1 0.2
0.0 0.1 -0.1
0.1 -0.1 0.1
0.3 0.5 0.1
-0.2 0.0 -0.3
-0.1 0.0 -0.1
0.2 -0.2 0.1
0.0 -0.1 0.0
0.1 -0.1 -0.1
0.0 0.0 -0.1
0.1 0.0 0.0
0.1 0.0 0.0
0.1 0.1 -0.1
0.1 -0.1 0.1
0.1 0.0 0.1
0.0 0.0 0.0
0.0 0.0 0.0
0.0 0.0 -0.2
0.0 0.1 0.0
0.1 -0.1 -0.1
-0.1 0.0 -0.1
-0.1 0.1 0.1
0.0 0.0 0.0
0.0 0.0 0.0
0.0 -0.1 0.0
0.0 0.0 0.1
0.1 0.1 0.0
0.0 -0.1 0.0
-0.1 0.0 0.0

Properties
Highest occupied orbital energy: -7.247 eV
Gap between HOMO and LUMO: 7.26 eV
Energy above the lowest of the compared OMol25 structures with the same formula, charge and spin: 84.0 kJ/mol

2.
C22H25B2F4N10O4SeTi as an isolated structure, computed with the ωB97M-V functional and the def2-TZVPD basis.

Last column: Mulliken charge in e.
Cartesian coordinates (Å):
Se  0.7887  1.7769  -1.1715  0.2464
Ti  -0.3844  -0.3232  0.9094  -2.5198
F  -4.7930  0.1808  1.6608  -0.3045
F  0.6457  -0.5986  4.3423  -0.3730
F  2.9484  -0.6020  4.1029  -0.3227
F  -2.7066  0.0781  2.6622  -0.3987
O  -2.9309  1.1373  0.5972  -0.6300
O  1.6710  0.7583  2.7442  -0.7976
O  1.6232  -1.7007  2.5468  -0.7432
O  -3.1585  -1.2889  0.8285  -0.6151
N  4.1350  -3.4826  -1.4804  -0.3491
N  3.3335  0.4536  0.6078  -0.1324
N  -1.8853  -1.6099  1.1606  1.0580
N  1.4797  -0.8308  -0.0596  1.0177
N  0.4706  0.9927  2.1573  1.1543
N  -1.6074  1.2574  0.9094  1.3859
N  1.9405  -2.7802  -1.3375  -0.8462
N  3.7102  -1.4950  -0.4665  -0.7345
N  0.3514  -1.7729  2.0714  1.1306
N  -0.9626  -0.7518  -1.0388  0.9709
C  -1.1841  2.3800  1.4018  0.7763
C  0.4800  4.9516  -4.6033  -0.4228
C  0.6366  3.0598  -2.5787  0.2717
C  1.2662  2.8288  -3.8063  -0.4296
C  0.4307  -4.2128  2.3655  -1.8615
C  -0.0720  4.2473  -2.3770  -0.1093
C  3.2511  -2.5817  -1.0758  0.1487
C  1.1273  -1.8709  -0.8496  -0.1956
C  0.1186  2.2418  2.0187  0.3509
C  -0.7674  -2.8741  -2.1508  -0.6086
C  -0.2609  -1.8733  -1.3257  0.8391
C  -2.6533  -1.4670  -2.5610  -0.9586
C  -2.5489  -3.9621  1.4122  -1.9569
C  -1.9937  -2.6750  -2.7637  -0.7848
C  -0.1458  5.1851  -3.3854  -0.6896
C  0.9331  3.3795  2.5171  -1.8796
C  -1.9758  3.6361  1.4256  -1.9208
C  -1.5761  -2.8361  1.4620  0.3899
C  2.8330  -0.6547  0.0560  0.1334
C  1.1847  3.7726  -4.8090  -0.6911
C  -2.1132  -0.5413  -1.6831  -0.3629
C  -0.2171  -2.9372  1.9560  0.8524
B  -3.4803  0.0416  1.4766  0.8710
B  1.7393  -0.5577  3.5175  0.9483
H  -0.1844  -3.7669  -2.3114  0.5791
H  1.3121  -3.9782  2.9607  0.4190
H  -2.6172  0.3979  -1.4797  0.6146
H  -0.6896  6.1029  -3.2202  0.4147
H  4.3414  0.4507  0.6696  0.3045
H  1.6241  3.0153  3.2764  0.3827
H  -0.5581  4.4225  -1.4283  0.3117
H  -2.6469  -4.4041  2.4018  0.4607
H  5.1089  -3.2911  -1.3144  0.2625
H  1.6756  3.5937  -5.7534  0.3972
H  2.8442  0.9075  1.3724  0.3019
H  -2.2194  -4.7439  0.7300  0.3370
H  1.8204  1.9140  -3.9588  0.4144
H  -0.2541  -4.8266  2.9461  0.4649
H  0.4199  5.6881  -5.3891  0.3948
H  1.5129  3.8023  1.6941  0.2578
H  -3.5185  -3.5810  1.0921  0.4353
H  0.3078  4.1642  2.9321  0.5426
H  -2.8337  3.5442  0.7619  0.3646
H  -2.3536  3.8077  2.4349  0.3732
H  3.8441  -4.3136  -1.9624  0.2389
H  -1.3553  4.4807  1.1312  0.5100
H  0.7468  -4.7799  1.4888  0.3085
H  -3.5823  -1.2508  -3.0642  0.5078
H  -2.4262  -3.4343  -3.3962  0.4949

Forces on the atoms, in the same order (eV/Å):
0.5 1.0 -1.5
1.1 0.2 -1.4
-0.5 0.0 -0.3
-0.1 0.0 0.4
0.4 0.0 0.0
-0.5 0.0 0.1
0.1 0.5 -0.1
-0.1 0.5 0.0
-0.4 -0.6 -0.2
0.1 -0.5 0.2
0.2 -0.2 -0.1
0.1 0.1 0.2
-1.3 -2.2 0.7
0.1 -0.5 -0.5
0.7 1.9 1.2
-0.9 2.2 0.7
-0.6 -0.2 -0.1
0.4 -0.2 0.0
0.5 -2.0 1.3
0.0 -0.6 -1.4
-1.5 -0.7 -0.9
0.0 -0.1 0.1
0.0 -0.4 0.6
0.0 -0.2 0.2
0.1 0.2 0.1
0.0 -0.1 0.1
-0.3 0.7 0.3
1.4 0.1 0.1
1.3 -0.8 0.7
0.3 0.2 0.3
-0.8 -0.1 -0.7
0.3 -0.2 -0.1
0.0 0.2 0.0
-0.2 0.4 0.3
-0.1 0.1 -0.1
0.1 -0.2 0.1
-0.1 -0.3 0.0
-1.8 1.0 -0.6
-0.1 -0.1 -0.2
0.0 0.1 -0.1
-0.2 0.2 -0.2
1.7 0.5 0.7
0.9 0.0 0.5
-0.6 0.1 -0.1
0.1 0.0 0.0
-0.1 -0.1 0.0
0.1 -0.2 0.1
0.0 0.1 0.0
-0.1 0.0 0.0
0.0 0.1 -0.1
0.0 0.0 0.1
0.0 -0.1 0.1
0.0 -0.1 0.0
0.0 0.0 -0.1
-0.1 -0.1 -0.1
0.1 0.0 -0.1
0.0 -0.1 0.0
-0.1 0.0 0.0
0.0 0.1 -0.1
0.0 0.0 -0.1
0.1 -0.1 0.0
-0.1 0.1 0.0
0.1 0.0 0.0
0.0 0.1 0.1
0.0 0.0 0.0
0.0 0.1 0.1
0.0 0.0 -0.1
-0.1 0.0 0.0
0.0 -0.1 -0.1

Properties
Highest occupied orbital energy (alpha / beta): -11.175 / -11.380 eV
Charge: +1
Gap between HOMO and LUMO (alpha / beta): 7.04 / 6.49 eV
Multiplicity: 3
Energy above the lowest of the compared OMol25 structures with the same formula, charge and spin: 195.4 kJ/mol
<S²>: 2.018

3.
C22H25B2F4N10O4SeTi as an isolated structure, computed with the ωB97M-V functional and the def2-TZVPD basis.

Last column: Mulliken charge in e.
Cartesian coordinates (Å):
Se  -0.5061  -0.8947  -2.8305  0.1509
Ti  0.1137  0.1246  0.6868  -1.7929
F  2.0922  0.6520  3.8144  -0.3694
F  3.0987  -1.4493  3.8718  -0.3314
F  0.3334  3.7308  0.6258  -0.3463
F  -1.5196  4.2155  -0.6929  -0.3205
O  0.8945  -1.2780  3.1921  -0.6262
O  -0.3361  2.2692  -1.1276  -0.0932
O  2.8831  -0.3915  1.8438  -0.5441
O  -1.7309  2.5943  0.9291  -0.5685
N  0.7109  1.5144  -0.6795  0.9333
N  -2.5157  -3.0902  0.9858  -0.7379
N  -1.7337  -0.9698  0.2949  1.0877
N  -1.1559  1.5958  1.6263  0.6852
N  -4.7720  -3.3553  1.2700  -0.3390
N  0.7350  -1.9247  0.0903  0.8122
N  -0.0247  -0.4065  2.6969  0.9868
N  2.2001  0.4119  1.0194  0.6562
N  -4.0707  -1.3832  0.3561  -0.8380
N  -3.2458  0.5447  -0.5514  -0.0576
C  -0.9194  0.1274  3.4342  0.4535
C  -0.1569  -2.7615  0.6522  0.3728
C  -1.5656  -2.2554  0.6877  0.1314
C  1.9689  -2.3843  -0.1219  -0.1749
C  2.3639  -3.6587  0.2407  -0.8817
C  -1.6729  1.2458  2.7484  0.7992
C  4.3140  1.2730  0.1228  -1.8281
C  1.4547  -4.4851  0.8782  -0.7000
C  0.1579  -4.0335  1.0742  -0.7448
C  0.4369  2.1121  -5.4786  -0.7637
C  0.0761  0.0148  -4.3326  0.1782
C  -3.0231  -0.6189  0.0413  0.3471
C  -1.2000  -0.2606  4.8383  -1.7708
C  0.9372  1.4153  -6.5742  -0.3989
C  0.0118  1.4203  -4.3598  -0.0942
C  -3.7724  -2.5734  0.8622  0.2670
C  2.8394  1.1210  0.1612  0.5107
C  1.9204  1.9148  -0.7449  0.9937
C  -2.8521  1.9023  3.3666  -1.7652
C  0.5808  -0.6753  -5.4462  -0.5287
C  1.0110  0.0264  -6.5569  -0.5958
C  2.3885  3.0759  -1.5313  -2.1239
B  2.2586  -0.5895  3.2453  0.7498
B  -0.7786  3.2796  -0.0471  0.5103
H  -0.3763  1.9445  -3.4954  0.4760
H  0.6231  -1.7562  -5.4253  0.3983
H  4.7664  0.7621  0.9668  0.3932
H  -1.3498  0.6209  5.4594  0.4477
H  -4.5778  -4.2921  1.5757  0.2522
H  4.5754  2.3321  0.1545  0.4619
H  -2.6448  2.1578  4.4054  0.4358
H  1.2681  1.9586  -7.4499  0.3899
H  -0.3829  -0.8565  5.2337  0.4126
H  -5.7192  -3.0532  1.1216  0.2660
H  2.6413  3.8931  -0.8509  0.3857
H  -2.1198  -0.8513  4.8685  0.3152
H  -3.1149  2.7996  2.8157  0.4057
H  4.7225  0.8669  -0.8060  0.3491
H  -4.1983  0.8330  -0.6959  0.2913
H  0.3763  3.1921  -5.5029  0.4343
H  1.3983  -0.5050  -7.4159  0.3877
H  -3.7072  1.2209  3.3623  0.3134
H  -0.6063  -4.6442  1.5311  0.5747
H  3.3770  -3.9789  0.0456  0.4716
H  3.2875  2.8088  -2.0885  0.5231
H  -2.4848  1.1595  -0.8028  0.0282
H  1.6067  3.4167  -2.2039  0.3445
H  1.7487  -5.4719  1.2091  0.4701
H  2.6613  -1.6999  -0.5933  0.4815

Forces on the atoms, in the same order (eV/Å):
-0.1 -0.3 0.2
-0.7 -1.0 -0.7
0.0 0.1 0.0
0.0 0.0 0.0
0.1 0.0 0.0
0.0 -0.1 0.0
0.0 0.1 0.1
0.2 0.2 0.0
0.0 0.1 0.2
0.1 0.1 0.1
-0.2 0.1 0.5
-0.1 0.0 0.0
0.4 -0.3 0.1
0.2 0.0 -0.3
0.0 0.1 -0.1
0.0 -0.1 0.5
0.4 0.3 -0.3
-0.2 0.0 0.0
0.2 0.0 -0.1
0.0 0.0 0.0
-0.3 0.2 0.0
-0.4 0.1 -0.2
0.1 0.0 -0.2
0.0 0.1 0.0
0.0 0.0 0.0
0.2 -0.2 0.2
0.1 -0.1 -0.1
0.0 0.0 0.0
0.1 -0.1 0.0
0.0 -0.1 0.0
0.1 0.4 -0.2
-0.2 0.1 0.1
0.1 0.1 0.0
0.0 0.0 0.0
0.0 -0.1 0.0
-0.1 -0.2 0.1
-0.1 0.4 -0.2
0.4 0.0 0.2
-0.1 0.0 0.1
0.0 0.0 0.0
0.0 0.0 0.0
0.1 0.1 0.1
0.1 -0.3 -0.2
-0.3 -0.1 -0.2
0.0 0.0 0.0
0.0 0.0 0.0
0.0 0.0 0.0
0.0 0.0 0.0
0.0 0.0 0.0
0.0 0.0 0.0
0.0 0.0 0.0
0.0 0.0 0.0
0.0 0.0 0.0
0.0 0.0 0.0
0.0 0.0 0.0
0.0 0.0 0.0
0.0 0.0 0.0
0.0 0.0 0.0
0.0 0.0 0.0
0.0 0.0 0.0
0.0 0.0 0.0
0.0 0.0 0.0
0.0 0.0 0.0
0.0 0.0 0.0
0.0 0.0 0.0
0.0 0.0 0.0
0.0 0.0 0.0
0.0 0.0 0.0
0.0 0.0 0.0

Properties
Highest occupied orbital energy (alpha / beta): -11.056 / -11.114 eV
Charge: +1
Gap between HOMO and LUMO (alpha / beta): 6.94 / 6.54 eV
Multiplicity: 3
Energy above the lowest of the compared OMol25 structures with the same formula, charge and spin: 56.7 kJ/mol
<S²>: 2.020

4.
A 2-piece molecular cluster, C22H25ClFN5O3 overall, computed with the ωB97M-V functional and the def2-TZVPD basis.

Last column: Mulliken charge in e.
Cartesian coordinates (Å):
Cl  4.5853  1.7205  -4.6406  -0.1703
F  0.8956  2.5194  0.9644  -0.3176
O  3.2498  -0.3392  4.8587  -0.4587
O  -4.1105  -0.1234  -1.6181  -0.6655
O  -1.0374  -1.3280  0.8820  -0.6611
N  -5.2214  -1.4848  -2.9415  -0.1714
N  -2.5584  -2.2422  -0.4167  -0.1181
N  3.9062  2.1621  -2.1251  -0.5762
N  2.2113  1.3792  -3.5295  -0.6864
N  3.6710  2.6402  0.1098  0.4511
C  -3.2481  -0.7192  1.4458  -1.2867
C  0.6988  2.0060  -0.2694  0.3571
C  3.2298  -1.7726  4.8474  -0.7669
C  3.4422  0.4569  1.2188  -0.2950
C  -4.4004  -1.2772  -1.9051  0.3810
C  -0.9470  1.1465  -1.8334  -0.2612
C  3.3205  -0.3026  2.3886  -0.4145
C  -2.2189  -1.4408  0.5958  0.7428
C  3.3493  0.3151  3.6529  0.7548
C  3.4644  1.7561  -3.3066  0.0069
C  4.8274  3.5631  0.0097  -1.0429
C  0.0388  1.0734  -2.8104  -0.4973
C  3.4879  1.7024  3.7070  -0.7897
C  1.3480  1.4518  -2.5262  0.0914
C  -0.6098  1.6155  -0.5676  -0.8037
C  3.0653  2.2321  -1.0950  0.4638
C  1.7106  1.9020  -1.2546  0.5137
C  -3.8471  -2.4756  -1.0916  0.1117
C  3.5860  1.8524  1.2755  -0.3151
C  -4.8696  -3.0869  -0.1197  -1.3313
C  -5.7005  -2.7594  -3.4813  -0.8458
C  3.6025  2.4621  2.5388  -0.2220
H  3.4244  -0.0495  0.2595  0.4019
H  -1.9670  0.8608  -2.0617  0.5072
H  5.7381  3.0039  -0.2282  0.3330
H  -5.2830  -2.3184  0.5319  0.3153
H  4.6601  4.3068  -0.7765  0.3483
H  -3.9732  -0.2027  0.8259  0.3489
H  4.1221  -2.1733  4.3554  0.3264
H  -1.3717  1.6889  0.2024  0.5058
H  3.4947  2.1907  4.6756  0.4083
H  -3.7476  -1.4386  2.0898  0.3415
H  2.3377  -2.1425  4.3315  0.2951
H  -5.6904  -3.5372  -0.6753  0.3313
H  -2.7328  0.0139  2.0645  0.3386
H  -5.5345  -0.6386  -3.3948  0.3061
H  -4.8718  -3.4544  -3.6278  0.2863
H  4.9939  4.1114  0.9401  0.3550
H  3.6711  3.5409  2.6170  0.4065
H  -0.2004  0.7310  -3.8107  0.4920
H  -3.6347  -3.2539  -1.8229  0.3577
H  -6.4364  -3.2031  -2.8082  0.2461
H  -1.7541  -2.6688  -0.8467  0.2710
H  -4.3946  -3.8613  0.4839  0.3945
H  3.2088  -2.1470  5.8754  0.2326
H  -6.1793  -2.5896  -4.4477  0.3271
H  3.1990  -1.3742  2.2845  0.3465

Forces on the atoms, in the same order (eV/Å):
-0.3 0.0 0.4
0.4 -0.2 -0.6
0.1 -0.3 -0.1
0.3 -0.2 0.3
0.2 -0.1 0.0
-0.6 -1.0 -0.9
-1.3 -0.6 -1.7
0.6 0.4 0.2
2.8 0.1 -1.9
-0.3 0.8 -0.7
0.0 -0.1 -0.4
-2.0 -0.4 -0.3
-0.1 0.2 -0.3
0.1 0.5 0.4
0.6 0.9 0.9
1.0 -0.1 -1.1
0.0 0.3 0.3
0.7 1.2 1.5
0.0 -0.4 -0.5
-2.5 -0.3 0.4
0.0 -0.4 -0.3
-1.8 -0.3 0.5
0.1 0.3 -0.4
-0.6 -0.2 0.1
1.0 0.5 1.0
2.3 0.1 0.3
-0.3 0.3 1.7
0.3 -0.5 0.2
-0.4 -0.6 0.7
-0.2 0.4 -0.3
0.1 0.3 0.3
-0.1 -0.6 0.3
0.0 0.0 0.1
0.0 0.0 0.1
0.0 0.1 0.0
0.0 -0.1 0.1
-0.1 -0.3 0.1
-0.2 0.0 -0.1
-0.1 0.1 0.0
0.2 0.1 0.0
0.0 -0.1 -0.1
-0.1 0.0 0.1
0.1 0.0 0.0
-0.1 0.0 0.0
0.1 -0.2 -0.1
0.1 0.0 0.2
-0.1 0.0 0.0
-0.3 -0.3 0.0
0.0 -0.1 0.0
0.2 0.1 0.1
0.2 -0.1 -0.1
0.0 -0.1 -0.1
0.1 0.1 -0.1
0.0 0.1 -0.1
0.0 0.5 -0.1
0.1 0.1 0.2
0.0 0.1 0.1

Properties
Highest occupied orbital energy: -7.503 eV
Gap between HOMO and LUMO: 7.75 eV
Structure (SMILES): COc1ccc(N(C)c2nc(Cl)nc3cccc(F)c23)cc1.CNC(=O)[C@H](C)NC(C)=O
Energy above the lowest of the compared OMol25 structures with the same formula, charge and spin: 27.5 kJ/mol